(1)
The following is a quantum chemistry calculation of a structure of composition C22H44N3OP2Pm in a non-equilibrium geometry, from the Open Molecules 2025 dataset.

## Properties
Molecular weight ... 573.56 g mol⁻¹
Highest occupied orbital energy (alpha / beta) ... -13.95 / -13.95 eV
Multiplicity ... 5
ΔE to the lowest compared entry with this formula, charge and spin ... 21.01 kcal/mol
Kohn-Sham gap (alpha / beta) ... 7.32 / 7.45 eV
Net charge ... +2
<S²> ... 6.01
LUMO (alpha / beta) ... -6.64 / -6.51 eV

XYZ file:
```
73
Properties=species:S:1:pos:R:3:lowdin_charge:R:1
Pm 0.2973 -0.0812 -0.0824 1.082
P -0.2685 2.1667 1.3335 0.908
P -0.0882 -1.2975 -2.4972 0.912
N -1.9215 0.9347 -1.0322 -0.201
C -2.1266 2.1359 1.1938 -0.280
H -2.5329 1.9412 2.2008 0.097
H -2.4259 3.1606 0.9125 0.093
C -2.7612 1.1302 0.1948 -0.249
H -2.9142 0.1523 0.6917 0.089
H -3.7638 1.4838 -0.1121 0.132
C -2.5602 0.2016 -2.1950 -0.210
H -2.3978 0.8165 -3.1018 0.128
H -3.6466 0.0917 -2.0281 0.129
C -1.9579 -1.2117 -2.4193 -0.303
H -2.3373 -1.6679 -3.3512 0.098
H -2.2574 -1.8667 -1.5755 0.068
C 0.6197 -3.0378 -2.4184 -0.511
C 0.9877 -3.4238 -0.9804 -0.135
H 0.1273 -3.5345 -0.3105 0.068
H 1.6712 -2.6932 -0.5173 0.046
H 1.5410 -4.3727 -0.9627 0.101
C 0.4144 -0.4820 -4.0525 -0.542
C 1.9157 -0.1236 -4.0721 -0.107
H 2.0316 0.8639 -4.5408 0.095
H 2.5168 -0.8369 -4.6419 0.079
H 2.3450 -0.0241 -3.0662 0.031
C 0.4127 3.8478 1.0789 -0.541
C 1.9052 3.9711 1.4139 -0.092
H 2.2929 4.8553 0.8977 0.098
H 2.4769 3.1150 1.0538 0.061
H 2.1060 4.0970 2.4903 0.083
C 0.2154 1.5703 3.0371 -0.544
C 1.7032 1.2084 3.1903 -0.105
H 1.8182 0.5424 4.0610 0.099
H 2.3302 2.0929 3.3452 0.080
H 2.1345 0.6689 2.3364 0.028
C 2.6898 0.2294 -0.3146 -0.137
C -0.1094 -1.2998 -5.2403 -0.103
H -0.5510 -2.2619 -4.9428 0.067
H -0.9152 -0.7309 -5.7370 0.091
H 0.6756 -1.4870 -5.9818 0.090
C -0.5056 4.9235 1.6628 -0.104
H 0.0901 5.7376 2.1090 0.099
H -1.1163 5.3263 0.8566 0.082
H -1.1974 4.5492 2.4266 0.061
C -0.2315 2.5680 4.1015 -0.100
H 0.0032 2.1485 5.0955 0.099
H 0.2853 3.5306 4.0123 0.082
H -1.3114 2.7468 4.0659 0.077
C 1.8671 -3.2631 -3.2800 -0.092
H 2.6918 -2.5879 -3.0044 0.086
H 2.2239 -4.2935 -3.1204 0.100
H 1.6752 -3.1462 -4.3447 0.073
H -0.2064 -3.6842 -2.7712 0.121
H -0.3578 0.6340 3.1701 0.095
H -0.1366 0.4748 -4.0105 0.100
H 0.3466 3.9299 -0.0231 0.101
O 3.8054 0.4884 -0.4694 0.146
H -1.6631 1.8688 -1.3942 0.108
H 0.8034 1.4227 -1.3605 -0.084
N -2.5505 -2.2119 1.4995 0.143
C -1.3550 -2.3803 2.1360 -0.348
C -1.1726 -3.2141 3.2487 0.031
C 0.1341 -3.3990 3.7359 -0.009
C 1.1837 -2.7360 3.1356 -0.045
C 0.9488 -1.9024 2.0525 -0.200
N -0.3055 -1.7108 1.5614 -0.086
H -2.5548 -1.9458 0.5115 0.075
H -3.4004 -2.6548 1.8404 0.131
H -2.0083 -3.7680 3.6742 0.130
H 0.3259 -4.0627 4.5851 0.137
H 2.2075 -2.8334 3.4971 0.129
H 1.7884 -1.3995 1.5423 0.068
```



(2)
The following is a quantum chemistry calculation of a structure of composition C7H9O5PPb in a non-equilibrium geometry, from the Open Molecules 2025 dataset.

## Properties
Molecular weight ... 411.32 g mol⁻¹
Highest occupied orbital energy ... -15.56 eV
Multiplicity ... 1
ΔE to the lowest compared entry with this formula, charge and spin ... 27.27 kcal/mol
Kohn-Sham gap ... 6.02 eV
Net charge ... +2
LUMO ... -9.55 eV

XYZ file:
```
23
Properties=species:S:1:pos:R:3:lowdin_charge:R:1
Pb -1.3840 -0.4242 -1.1404 1.111
O 1.0055 -2.7207 -3.3060 0.133
C 0.2796 -2.0640 -2.7063 0.006
C -2.5392 -1.0372 0.5279 -0.022
O -3.1439 -1.5024 1.4774 0.208
C -1.8897 1.5875 -1.5510 -0.040
O -2.0963 2.7424 -1.8818 0.204
C -3.1095 -0.8614 -2.2234 -0.139
O -4.0679 -1.1599 -2.8985 0.206
C 2.5211 0.9507 -0.0154 -0.132
P 1.0341 0.2235 0.6854 0.639
C 1.3380 -1.1040 1.8651 -0.131
C -0.1209 1.4728 1.3322 -0.152
O 0.4909 -0.5456 -0.5270 -0.613
H 2.2923 1.6907 -0.8076 0.085
H 3.1819 0.1813 -0.4574 0.092
H 3.0779 1.4645 0.7805 0.078
H 1.8381 -0.6916 2.7502 0.078
H 0.4026 -1.5920 2.1924 0.073
H 1.9920 -1.8907 1.4323 0.095
H -0.3691 2.2584 0.5839 0.064
H -1.0810 1.0412 1.6981 0.064
H 0.3474 1.9805 2.1894 0.093
```



(3)
The following is a quantum chemistry calculation of a cluster of 5 separate species, C29H67F3IN3O18P5 in total in a non-equilibrium geometry, from the Open Molecules 2025 dataset.

## Properties
Molecular weight ... 1084.63 g mol⁻¹
Highest occupied orbital energy ... -11.16 eV
Multiplicity ... 1
Kohn-Sham gap ... 7.89 eV
Net charge ... +1
LUMO ... -3.28 eV

XYZ file:
```
126
Properties=species:S:1:pos:R:3:lowdin_charge:R:1
C 0.6137 1.6233 2.4408 -0.065
C 1.9158 0.8058 2.3065 -0.191
C 1.7514 -0.4500 1.4313 -0.163
O 0.9879 -0.0960 0.2537 -0.059
C 1.6100 -0.3326 -0.9523 -0.500
O 2.7892 0.5527 -0.9822 0.028
C 2.4285 1.7969 -0.8192 -0.339
N 2.1949 2.9203 -0.8811 0.248
N 0.6888 0.1366 -1.9332 0.092
C 0.9639 -0.0818 -3.3155 -0.664
I 2.0849 1.5654 -4.2670 1.062
C -0.3956 -0.1215 -4.0419 -0.166
C -1.3330 1.0912 -3.8076 -0.378
C -2.6729 0.6890 -3.1512 -0.008
F -0.8088 2.1373 -3.0659 -0.060
C 1.7551 -1.3693 -3.6979 -0.289
F 1.0248 -2.2547 -4.4506 0.054
N 2.3671 -2.1683 -2.5836 -0.029
C 3.8639 -2.3719 -2.7975 -0.077
C 4.7261 -1.1281 -2.6081 -0.130
C 5.3844 -1.0469 -1.2253 -0.178
F 5.9998 -2.2747 -1.0152 -0.048
C 1.9963 -1.7969 -1.1807 -0.262
P 0.7241 -3.1074 -0.6220 1.051
C 1.2101 -3.6627 1.0809 -0.238
C -0.9608 -2.3735 -0.5271 -0.393
C -1.9294 -3.5549 -0.2280 -0.144
H 0.7330 2.6349 2.0515 0.061
H -0.2501 1.1724 1.9509 0.074
H 0.3435 1.7465 3.4911 0.079
H 2.1685 0.4403 3.3056 0.117
H 2.7292 1.4433 1.9556 0.102
H 2.7528 -0.8257 1.2188 0.119
H 1.1440 -1.1395 2.0159 0.120
H -0.2768 0.0212 -1.6608 0.133
H -0.9144 -1.0062 -3.6545 0.105
H -0.2886 -0.2740 -5.1136 0.121
H -1.6056 1.4978 -4.7843 0.143
H -2.8774 -0.3778 -3.2212 0.076
H -2.5660 0.9563 -2.0915 0.087
H -3.4664 1.3224 -3.5473 0.078
H 2.5741 -1.0939 -4.3590 0.094
H 2.0016 -3.1279 -2.7039 0.131
H 3.9559 -2.7431 -3.8207 0.144
H 4.1366 -3.2106 -2.1550 0.140
H 4.2141 -0.2019 -2.8772 0.073
H 5.5591 -1.2226 -3.3103 0.134
H 4.6770 -0.8598 -0.4203 0.096
H 6.1561 -0.2799 -1.2954 0.133
H 2.8673 -2.0161 -0.5581 0.108
H 1.3362 -4.7423 0.9918 0.038
H 0.4361 -3.4442 1.8152 0.051
H 2.1808 -3.2646 1.3767 0.037
H -1.2369 -1.9652 -1.5005 0.058
H -1.0610 -1.6380 0.2726 0.084
H -2.9064 -3.3946 -0.6766 0.083
H -1.9670 -3.7863 0.8348 0.070
H -1.5068 -4.4442 -0.7158 0.055
C 7.2599 0.1685 4.1938 -0.108
O 7.8977 -1.1157 4.2232 -0.249
P 6.9387 -2.4390 3.9288 0.582
O 5.9385 -2.2070 5.0106 -0.258
O 8.1034 -3.4789 4.3669 -0.241
C 9.4447 -3.3344 3.8700 -0.104
O 6.0118 -3.6776 3.2429 -0.252
C 6.5733 -4.5344 2.2493 -0.128
H 8.0386 0.9228 4.1001 0.088
H 6.5775 0.2577 3.3494 0.075
H 6.7169 0.3264 5.1232 0.090
H 10.0552 -2.8231 4.6118 0.090
H 9.4764 -2.7772 2.9338 0.079
H 9.8490 -4.3300 3.6966 0.090
H 7.1520 -5.3160 2.7430 0.089
H 7.2239 -3.9711 1.5792 0.077
H 5.7767 -4.9924 1.6653 0.079
C 1.7937 9.8138 1.7148 -0.096
O 2.4089 8.5221 1.8659 -0.247
P 1.3970 7.2449 2.0701 0.498
O 0.5792 7.6105 3.2406 -0.238
O 2.6359 6.2504 2.4335 -0.245
C 3.8787 6.3365 1.7279 -0.122
O 0.4949 6.0595 1.3934 -0.220
C 1.0668 5.2461 0.3504 -0.140
H 2.5383 10.4878 1.2965 0.087
H 0.9369 9.7730 1.0445 0.085
H 1.4812 10.1847 2.6887 0.090
H 4.5900 6.9226 2.3081 0.088
H 3.7611 6.7891 0.7439 0.076
H 4.2653 5.3254 1.6011 0.084
H 1.6274 4.4331 0.7968 0.034
H 1.7190 5.8251 -0.3028 0.082
H 0.2573 4.8281 -0.2433 0.082
C -8.1450 -5.3981 3.7038 -0.090
O -7.7243 -5.7232 2.3653 -0.242
P -6.3044 -5.0795 1.8606 0.499
O -6.4718 -3.6267 2.0496 -0.240
O -6.5566 -5.5645 0.3295 -0.246
C -7.1353 -6.8476 0.0469 -0.113
O -4.6691 -5.1957 1.7462 -0.238
C -4.0702 -6.4214 1.3014 -0.111
H -8.9115 -6.1140 3.9917 0.089
H -7.3188 -5.4613 4.4093 0.086
H -8.5666 -4.3953 3.7194 0.091
H -8.2006 -6.7338 -0.1448 0.090
H -6.9924 -7.5505 0.8666 0.077
H -6.6513 -7.2472 -0.8431 0.088
H -4.0449 -6.4335 0.2110 0.088
H -4.6051 -7.2977 1.6655 0.084
H -3.0489 -6.4529 1.6766 0.083
C -4.6195 5.1239 -2.5172 -0.111
O -5.9966 5.1540 -2.9149 -0.253
P -6.7671 3.6887 -3.0920 0.575
O -5.8265 3.0862 -4.0828 -0.268
O -8.0400 4.4494 -3.7627 -0.250
C -8.6080 5.6171 -3.1500 -0.111
O -7.6459 2.3009 -2.8680 -0.233
C -8.8923 2.3566 -2.1500 -0.106
H -4.3564 6.1169 -2.1580 0.087
H -4.4480 4.4034 -1.7189 0.081
H -3.9979 4.8770 -3.3760 0.083
H -8.2179 6.5105 -3.6344 0.088
H -8.3928 5.6653 -2.0828 0.080
H -9.6874 5.5772 -3.2858 0.090
H -9.6941 2.6310 -2.8350 0.090
H -8.8577 3.0669 -1.3247 0.082
H -9.0962 1.3661 -1.7497 0.087
```